# 1
Density functional theory data (ωB97M-V/def2-TZVPD) for C40H58IrN7O4PSSeSi as an isolated structure.

```
114
Properties=species:S:1:pos:R:3:forces:R:3
Ir -0.115975 -0.458789 -1.588946 0.3 0.2 -0.4
C 1.586206 -5.670614 -1.663775 0.0 -0.1 0.0
N 1.599592 -4.245493 -1.375167 0.0 0.0 0.0
C 2.498806 -3.602201 -0.571674 0.0 0.0 0.0
C 2.165302 -2.279683 -0.588706 0.1 0.0 0.1
N 1.090162 -2.114220 -1.400800 -0.6 -0.2 0.3
C 0.742796 -3.318734 -1.848747 0.2 0.2 -0.6
P -0.621839 -3.600557 -3.016239 -0.1 0.1 0.2
C -0.371950 -2.120397 -4.053154 0.0 -0.1 0.2
N -0.301187 -0.864898 -3.609739 0.4 -0.2 0.1
C -0.100598 -0.061104 -4.696509 -0.2 0.1 0.0
C -0.050251 -0.845407 -5.810143 -0.1 0.0 0.0
N -0.218274 -2.136000 -5.394146 0.0 0.0 0.0
C -0.192125 -3.311314 -6.253707 0.0 0.0 0.0
C -1.884060 -2.885485 -1.913013 0.0 0.1 -0.1
N -1.741089 -1.723784 -1.285875 -0.1 0.0 0.1
C -2.821143 -1.552940 -0.470584 0.0 0.0 0.0
C -3.640070 -2.635173 -0.621895 0.0 0.1 0.0
N -3.041880 -3.465304 -1.529133 0.0 0.0 0.0
C -3.562515 -4.748852 -1.976955 0.0 -0.1 0.0
H 2.306386 -6.156749 -1.012023 0.0 0.0 0.0
H 0.599354 -6.084929 -1.466288 0.0 0.0 0.0
H 1.861572 -5.857233 -2.700482 0.0 0.0 0.0
H 3.281721 -4.130422 -0.057704 0.0 0.0 0.0
H 2.607251 -1.449077 -0.074121 -0.1 0.0 0.1
H -0.000925 1.004534 -4.600420 0.1 0.0 0.0
H 0.082570 -0.596150 -6.847556 0.0 0.0 0.0
H -0.081823 -2.977682 -7.281084 0.0 0.0 0.0
H 0.650961 -3.950232 -5.997862 0.0 0.0 0.0
H -1.118858 -3.873662 -6.160071 0.0 0.0 0.0
H -2.903258 -0.696510 0.181818 0.0 0.0 0.0
H -4.578722 -2.885093 -0.159354 0.0 0.0 0.0
H -4.573429 -4.857632 -1.595207 0.0 0.0 0.0
H -3.588671 -4.788544 -3.063761 0.0 0.0 0.0
H -2.949701 -5.564420 -1.596505 0.0 0.0 0.0
S -3.628022 2.391279 -2.073467 0.0 0.0 0.0
C -2.596208 1.044349 -2.221826 0.1 0.1 -0.2
N -1.388206 1.180082 -1.755655 -0.3 -0.3 0.3
C -1.212386 2.451529 -1.201561 0.2 0.1 0.0
C -0.048301 2.941809 -0.617695 -0.2 0.0 -0.1
C -0.052442 4.238166 -0.153083 0.0 0.1 -0.2
C -1.188174 5.048049 -0.257125 0.0 0.0 0.0
C -2.350885 4.571903 -0.828527 0.0 0.0 0.0
C -2.347258 3.261085 -1.297526 0.0 0.0 0.0
H -2.930805 0.136917 -2.699384 0.0 0.0 0.0
H 0.823471 2.311078 -0.541414 -0.1 0.0 0.1
H 0.843619 4.633212 0.308130 0.0 0.0 0.0
H -1.156798 6.061933 0.118135 0.0 0.0 0.0
H -3.226925 5.198073 -0.924644 0.0 0.0 0.0
C 4.814585 5.468119 0.465548 0.0 0.0 0.0
C 4.137030 4.320998 -0.229674 0.0 -0.1 0.0
C 3.295412 4.523986 -1.314872 0.0 -0.1 -0.1
C 2.674081 3.470598 -1.979879 0.1 0.2 -0.1
C 1.836830 3.823336 -3.186367 0.0 0.0 0.0
C 2.880293 2.152972 -1.530090 -0.2 0.1 -0.3
Se 1.980608 0.735561 -2.511493 0.0 -0.2 0.4
C 3.780753 1.928059 -0.485728 0.2 -0.1 0.0
C 4.197538 0.558298 -0.032488 0.2 -0.1 -0.1
C 4.374854 3.010412 0.155555 0.1 0.2 -0.2
H 4.388170 6.423137 0.161417 0.0 0.0 0.0
H 5.880220 5.488149 0.230037 0.0 0.0 0.0
H 4.722925 5.381315 1.548859 0.0 0.0 0.0
H 3.126940 5.534322 -1.672152 0.0 0.0 0.0
H 2.150151 4.790657 -3.578597 0.0 0.0 0.0
H 0.772801 3.893381 -2.946109 0.0 -0.1 0.0
H 1.939493 3.079885 -3.973872 0.0 0.0 0.0
H 3.776244 -0.198126 -0.686004 0.1 0.1 0.0
H 3.902890 0.371696 1.002201 0.2 -0.1 -0.3
H 5.283950 0.466146 -0.086075 0.0 0.0 0.0
H 5.065277 2.812702 0.969437 0.0 0.0 0.0
C -1.082573 -3.687496 3.828882 0.0 0.0 0.0
C -0.428084 -2.933640 2.676031 0.1 0.0 0.2
C 1.062892 -2.770891 2.945423 0.0 -0.1 0.0
C -0.700979 -3.658800 1.362293 0.0 0.0 0.0
O -1.044782 -1.658475 2.627973 -0.4 -0.1 -0.3
Si -0.693967 -0.215657 1.916518 0.0 0.1 0.1
O -0.072126 -0.218695 0.448898 0.4 0.0 -0.1
O 0.287288 0.455900 3.044545 0.0 0.0 0.0
C 1.041056 1.670343 3.069312 0.1 0.0 0.1
C 1.509947 1.851699 4.508287 0.0 -0.1 0.0
C 0.160541 2.844997 2.667266 0.0 -0.1 0.0
C 2.236614 1.519917 2.133784 -0.4 0.1 0.3
O -2.155854 0.554937 1.835219 -0.1 0.0 -0.1
C -3.246181 0.642225 2.770722 0.0 0.1 0.0
C -2.751808 0.912027 4.186632 0.0 -0.1 0.0
C -4.053915 -0.653907 2.754069 0.1 0.0 0.0
C -4.103859 1.800460 2.276244 0.0 0.0 0.0
H -0.671794 -4.694958 3.916498 0.0 0.0 0.0
H -2.159144 -3.762297 3.667972 0.0 0.0 0.0
H -0.910791 -3.159108 4.766348 0.0 0.0 0.0
H 1.566254 -3.740047 2.970481 0.0 0.0 0.0
H 1.205709 -2.275459 3.905677 0.0 0.0 0.0
H 1.523416 -2.149306 2.179400 0.1 0.0 -0.1
H -0.225022 -4.643453 1.348913 0.0 0.0 0.0
H -0.322812 -3.059276 0.538511 0.1 0.0 -0.1
H -1.779289 -3.784199 1.234218 0.0 0.0 0.0
H 0.654741 1.977199 5.173279 0.0 0.0 0.0
H 2.151726 2.729818 4.594473 0.0 0.0 0.0
H 2.072333 0.975233 4.832095 0.0 0.0 0.0
H -0.671879 2.941628 3.360198 0.0 0.0 0.1
H -0.249879 2.702480 1.670516 0.0 -0.1 0.2
H 0.730756 3.776176 2.682684 0.0 0.0 0.0
H 2.903008 0.740807 2.510204 -0.2 0.0 0.1
H 2.802532 2.450593 2.060782 -0.1 -0.1 0.0
H 1.903802 1.229773 1.135356 -0.1 0.1 0.1
H -2.046728 0.143898 4.505192 0.0 0.0 0.0
H -3.596603 0.915073 4.877036 0.0 0.0 0.0
H -2.256717 1.878134 4.250679 0.0 0.1 0.0
H -3.447377 -1.488941 3.098743 0.0 0.0 0.0
H -4.400588 -0.874560 1.743160 -0.1 0.0 0.0
H -4.927386 -0.557368 3.400253 0.0 0.0 0.0
H -3.503332 2.709210 2.216833 0.0 0.0 0.0
H -4.941891 1.978372 2.951671 0.0 0.0 0.0
H -4.503314 1.585318 1.282249 0.0 0.0 0.0
```
Forces are in eV/Å.

HOMO-LUMO gap = 6.87 eV
LUMO energy = -2.557 eV
total charge = +1
energy relative to the best compared isomer or geometry (same formula, charge and spin) = 0.5502 eV

Atom charges from the Mulliken analysis, given in e for atoms 1 to 2: number 1, Ir, carries 1.18; number 2, C, carries -0.89


# 2
Density functional theory data (ωB97M-V/def2-TZVPD) for a 10-piece molecular cluster, C40H58N9P overall.

```
108
Properties=species:S:1:pos:R:3:forces:R:3
C 1.795716 0.429817 5.438669 0.1 0.0 0.0
C 1.205888 -0.893232 5.951685 0.2 0.0 -0.1
C 0.747614 -1.777654 4.783431 -0.1 0.2 0.0
C 1.853127 -2.568236 4.095551 0.0 0.3 0.1
P 2.481006 -4.059781 5.108450 -0.1 -0.1 -0.1
H 2.887822 0.423552 5.412828 0.0 -0.1 0.0
H 1.500459 1.291618 6.039314 0.0 -0.1 0.1
H 1.460507 0.601212 4.415862 -0.1 0.2 0.0
H 0.361277 -0.709514 6.617527 0.0 0.1 -0.1
H 1.960721 -1.408302 6.554314 -0.1 -0.1 0.0
H 0.291320 -1.112866 4.041396 -0.2 -0.1 0.1
H -0.055721 -2.451050 5.107913 0.1 -0.1 0.0
H 2.713902 -1.912802 3.905192 0.0 -0.1 -0.1
H 1.493321 -2.911147 3.119477 0.0 -0.1 0.0
H 3.584724 -3.322598 5.614192 0.0 0.0 0.0
H 2.700305 -4.824309 3.929941 0.1 0.0 0.0
H 1.219837 -4.129150 5.783999 0.0 0.0 0.0
H 2.927579 -5.214507 5.899044 0.0 0.0 0.0
N 1.742567 -3.590752 -2.016203 0.0 0.0 0.5
C 2.271757 -2.468890 -1.436691 -0.1 -0.1 0.0
C 2.196277 -2.632743 -0.078284 0.0 0.0 0.0
C 1.604525 -3.903869 0.167755 0.0 0.0 0.0
C 1.335088 -4.471704 -1.048798 0.1 0.1 0.0
H 1.672790 -3.745483 -2.997219 -0.1 -0.1 -0.1
H 2.657809 -1.659261 -2.032565 0.0 0.0 0.0
H 2.530629 -1.921777 0.659786 0.0 0.0 0.0
H 1.399575 -4.346125 1.128708 0.0 0.0 0.0
H 0.890404 -5.417782 -1.306152 0.0 0.0 0.0
N 1.127385 3.519039 1.812381 0.0 -0.1 -0.1
C 0.403698 2.998361 0.773933 -0.1 0.0 0.1
C 0.666861 1.655377 0.712745 0.0 0.0 -0.1
C 1.598207 1.357158 1.741649 0.0 0.0 0.0
C 1.860360 2.526279 2.401047 0.1 0.0 0.1
H 1.125709 4.482897 2.092087 0.0 0.0 -0.1
H -0.238478 3.621853 0.176697 0.0 0.0 0.0
H 0.250249 0.956148 0.008042 0.0 0.0 0.0
H 2.024486 0.394323 1.971126 0.0 0.0 0.0
H 2.508504 2.721453 3.238436 0.0 0.0 0.0
N -4.053572 -5.364462 -2.222545 0.0 0.0 0.0
C -3.123831 -4.361689 -2.177039 -0.1 -0.3 0.0
C -1.961769 -4.837532 -2.721971 0.0 -0.1 0.0
C -2.200807 -6.183804 -3.111487 0.0 0.0 0.0
C -3.499575 -6.478146 -2.789437 0.0 0.0 0.0
H -4.995858 -5.295736 -1.885780 0.0 0.0 0.0
H -3.368392 -3.407983 -1.753599 -0.2 0.0 0.2
H -1.044683 -4.282794 -2.821541 0.0 0.0 0.0
H -1.500747 -6.859260 -3.574056 0.0 0.0 0.0
H -4.070628 -7.381666 -2.916542 0.0 0.0 0.0
N -0.875800 -0.793525 -2.119341 0.0 0.1 -0.1
C -1.655898 -1.528629 -2.966473 0.0 0.0 0.0
C -1.318055 -1.191369 -4.251267 0.0 0.0 0.0
C -0.292917 -0.208624 -4.170225 0.1 0.0 0.0
C -0.041676 0.012550 -2.839583 0.1 0.0 0.0
H -0.899323 -0.853493 -1.116839 0.1 -0.1 0.0
H -2.373282 -2.235638 -2.585947 0.3 0.3 -0.2
H -1.736887 -1.611693 -5.150154 0.0 0.0 0.0
H 0.196796 0.284231 -4.996037 -0.1 0.1 0.0
H 0.666217 0.662252 -2.352926 0.0 0.0 0.0
N -3.020434 4.959415 -0.539396 0.0 0.0 0.0
C -4.324400 5.229652 -0.851229 0.0 0.0 0.0
C -4.722332 6.301083 -0.097770 0.0 0.0 0.0
C -3.612989 6.692515 0.700609 0.0 0.0 0.0
C -2.578803 5.845613 0.404838 0.0 0.0 0.0
H -2.475947 4.220375 -0.943857 0.0 0.0 0.0
H -4.856349 4.641434 -1.578850 0.0 0.0 0.0
H -5.698726 6.755144 -0.116021 0.0 0.0 0.0
H -3.579566 7.503692 1.408408 0.0 0.0 0.0
H -1.572290 5.803346 0.784586 0.0 0.0 0.0
N 2.219036 7.153377 3.008950 -0.1 -0.1 0.0
C 1.569767 8.265590 2.541453 0.0 0.0 0.0
C 2.426817 8.925309 1.703526 0.0 0.0 0.0
C 3.640367 8.184098 1.665765 0.0 0.0 0.0
C 3.482372 7.097527 2.482013 0.0 0.0 0.0
H 1.835905 6.500023 3.666841 0.0 0.1 0.1
H 0.560648 8.490424 2.841252 0.0 0.0 0.0
H 2.210040 9.838259 1.175015 0.0 0.0 0.0
H 4.526800 8.423105 1.102852 0.0 0.0 0.0
H 4.155918 6.294767 2.728619 0.0 0.0 0.0
N -3.429618 0.229160 8.800757 0.0 0.0 0.0
C -2.578021 1.299201 8.775111 0.0 0.0 0.0
C -2.032978 1.370475 7.521048 0.0 0.0 0.0
C -2.578460 0.299370 6.761229 0.0 0.0 0.0
C -3.435132 -0.386885 7.579290 0.0 0.0 0.0
H -3.966132 -0.062131 9.596360 0.0 0.0 0.0
H -2.432841 1.917002 9.644463 0.0 0.0 0.0
H -1.322675 2.106695 7.183482 0.0 0.0 0.0
H -2.360765 0.059840 5.733418 0.0 0.0 0.0
H -4.042491 -1.256292 7.395663 0.0 0.0 0.0
N 2.900737 -1.369350 -5.224055 -0.1 0.0 0.0
C 4.045505 -0.848845 -5.757049 0.0 0.0 0.0
C 4.984010 -1.847041 -5.796412 0.0 0.0 0.0
C 4.378719 -3.017709 -5.265039 0.0 0.0 0.0
C 3.094119 -2.687240 -4.924506 0.3 0.2 -0.2
H 2.042206 -0.872237 -5.057643 0.0 0.0 0.0
H 4.099711 0.181998 -6.062135 0.0 0.0 0.0
H 5.991192 -1.749779 -6.165084 0.0 0.0 0.0
H 4.832826 -3.987822 -5.151507 0.0 0.0 0.0
H 2.304265 -3.271181 -4.508005 -0.1 -0.1 -0.2
N -2.939705 -1.708454 -7.683717 0.0 0.0 0.0
C -2.110299 -0.688077 -8.063357 0.0 0.0 0.0
C -1.557407 -1.025968 -9.269460 0.0 0.0 0.0
C -2.073307 -2.301137 -9.629988 0.0 0.0 0.0
C -2.922986 -2.694851 -8.631445 0.0 0.0 0.0
H -3.481288 -1.727775 -6.839348 0.0 0.0 0.0
H -1.986764 0.186266 -7.447143 0.0 0.0 0.0
H -0.860093 -0.427749 -9.831586 0.0 0.0 0.0
H -1.844114 -2.863925 -10.519189 0.0 0.0 0.0
H -3.511167 -3.588852 -8.516230 0.0 0.0 0.0
```
Forces are in eV/Å.

HOMO-LUMO gap = 8.37 eV
LUMO energy = 0.335 eV
SMILES = c1cc[nH]c1.c1cc[nH]c1.c1cc[nH]c1.c1cc[nH]c1.c1cc[nH]c1.c1cc[nH]c1.c1cc[nH]c1.c1cc[nH]c1.c1cc[nH]c1.CCCC[PH4]
energy relative to the best compared isomer or geometry (same formula, charge and spin) = 0.0000 eV

Atom charges from the Mulliken analysis, given in e for atoms 1 to 2: number 1, C, carries -0.83; number 2, C, carries -0.39


| no. | calculated total energy (eV) |
| --- | --- |
| 1 | -157233.45738 |
| 2 | -65115.00571 |